Record 1
This record from the OMol25 dataset describes one molecule with the formula C4H8N2OS. The level of theory is ωB97M-V/def2-TZVPD.

The SMILES is CO/N=C(\C)NC=S. For the energy above the lowest of the compared OMol25 structures with the same formula, charge and spin, the calculation gives 392.7 kJ/mol. The energy comes out at -20136.764 eV. The frontier orbital gap comes out at 8.301 eV. As for the net charge: 0.

Each line ends with the Mulliken charge.
Cartesian coordinates (Å):
C (0.906, -0.881, -1.276)  -0.818
H (-1.059, 0.405, -2.427)  0.217
S (-2.114, 2.295, 0.156)  -0.323
H (-0.072, -0.900, 3.020)  0.277
H (-2.579, 1.904, -2.126)  0.285
C (0.890, -0.606, 2.638)  -0.525
H (1.184, 0.367, 3.199)  0.225
C (-1.858, 1.664, -1.355)  -0.165
H (0.405, -1.222, -2.255)  0.303
H (1.983, -0.479, -1.419)  0.215
O (0.925, -0.389, 1.138)  -0.196
H (1.658, -1.322, 2.815)  0.255
N (-0.028, 0.311, 0.626)  -0.411
H (0.794, -1.905, -0.564)  0.240
C (0.004, 0.103, -0.667)  0.536
N (-1.040, 0.654, -1.504)  -0.114

Forces on atoms 1 to 3 (eV/Å):
-0.205 -2.973 -0.566
0.801 -1.582 -2.616
-0.355 0.837 -0.772

***

Record 2
This record from the OMol25 dataset describes C15H27InN3O2PS6Sb as an isolated structure. The level of theory is ωB97M-V/def2-TZVPD.

For the energy above the lowest of the compared OMol25 structures with the same formula, charge and spin, the calculation gives 145.8 kJ/mol. The energy comes out at -110558.006 eV. The frontier orbital gap (alpha / beta) comes out at 8.113 / 6.388 eV. The spin multiplicity is 2. As for the net charge: +2.

Each line ends with the Mulliken charge.
Cartesian coordinates (Å):
H (0.159, -1.021, -4.062)  0.279
N (2.646, 3.371, -3.770)  -0.129
H (1.530, 0.195, 3.351)  0.111
H (2.556, -0.550, -4.654)  0.452
N (-1.508, -2.221, 0.991)  -0.406
C (-2.611, -1.974, 1.304)  0.140
S (-0.107, 0.281, 1.608)  0.105
C (2.401, 1.740, 1.483)  -1.093
H (3.404, -0.115, 3.269)  0.506
H (3.829, -2.497, 1.425)  0.439
H (0.502, 2.674, 1.788)  0.464
H (2.967, 4.070, -4.480)  0.406
H (-6.678, -0.371, 0.170)  0.499
C (-4.019, -1.812, 1.544)  0.584
N (1.007, -1.604, -4.009)  -0.163
H (1.176, -2.084, -4.869)  0.374
S (0.044, 4.243, -2.148)  -0.601
S (3.226, 0.233, 0.830)  0.022
O (-0.036, 0.866, -3.369)  -0.908
H (-0.330, -2.112, 3.408)  0.250
H (3.713, -2.655, 3.175)  0.467
P (1.415, 1.017, -3.122)  1.311
C (0.580, -0.207, 3.188)  -0.729
H (2.811, 2.639, 1.005)  0.464
H (2.707, 1.786, 2.499)  0.671
C (-4.622, -2.490, 2.593)  -0.234
Sb (-1.643, 2.808, -2.578)  0.671
H (3.338, 3.072, -3.042)  0.370
H (1.813, 3.748, -3.242)  -0.129
H (2.767, -1.178, -2.970)  0.382
S (-3.366, 3.796, -0.790)  -0.160
S (-2.316, 2.234, -0.222)  0.036
H (-7.797, -1.545, 1.968)  0.279
C (3.658, -0.600, 2.332)  -0.807
H (-6.448, -2.945, 3.614)  0.398
H (-4.212, -0.326, 0.012)  0.543
C (0.726, -1.692, 3.467)  -0.700
H (0.955, -2.274, -3.245)  0.186
C (-6.657, -1.601, 1.919)  -0.209
O (2.044, 1.555, -1.897)  -0.640
H (2.816, 1.830, -5.213)  0.476
H (1.196, -1.977, 4.438)  0.543
H (0.690, 2.078, 0.198)  -0.271
H (1.179, 2.448, -5.039)  0.402
In (0.665, -1.701, -0.253)  0.451
S (1.582, -2.591, 2.119)  -0.069
C (-6.103, -0.894, 0.856)  -0.847
H (4.797, -0.568, 2.350)  0.441
C (-5.968, -2.390, 2.787)  -0.645
C (-4.721, -0.927, 0.711)  -0.374
C (0.912, 1.793, 1.211)  0.173
C (2.130, -0.680, -3.668)  -1.002
H (-4.103, -3.234, 3.240)  0.370
C (3.312, -2.095, 2.301)  -0.760
H (-0.036, 0.283, 4.017)  0.504
C (2.031, 2.170, -4.531)  -0.893

Forces on atoms 1 to 3 (eV/Å):
-0.332 -0.143 0.150
-0.777 -0.272 -1.123
1.312 1.053 -0.298

***

Record 3
This record from the OMol25 dataset describes one molecule with the formula C4H6OS. The level of theory is ωB97M-V/def2-TZVPD.

The SMILES is C1O[C@H]1[C@H]1CS1. For the energy above the lowest of the compared OMol25 structures with the same formula, charge and spin, the calculation gives 244.7 kJ/mol. The energy comes out at -17125.594 eV. The frontier orbital gap comes out at 9.943 eV. As for the net charge: 0.

Each line ends with the Mulliken charge.
Cartesian coordinates (Å):
C (0.711, -0.518, -0.102)  -0.324
H (2.193, 0.030, -1.719)  0.288
H (-1.342, -1.282, -0.511)  0.428
H (-2.268, -0.135, 1.684)  0.244
C (1.378, 0.462, -1.069)  -0.689
S (1.827, 0.656, 0.667)  -0.124
H (-0.831, 0.767, 1.769)  0.262
H (1.117, -1.531, -0.124)  0.483
O (-1.399, 0.695, -0.178)  -0.407
C (-0.778, -0.521, -0.017)  0.150
H (0.759, 1.209, -1.567)  0.296
C (-1.368, 0.167, 1.167)  -0.607

Forces on atoms 1 to 3 (eV/Å):
0.871 -0.348 -1.715
-0.965 0.597 0.786
0.134 -0.978 -0.051

***

Record 4
This record from the OMol25 dataset describes a 7-piece molecular cluster, C11H36O7 overall. The level of theory is ωB97M-V/def2-TZVPD.

For the energy above the lowest of the compared OMol25 structures with the same formula, charge and spin, the calculation gives 0.0 kJ/mol. The energy comes out at -26319.514 eV. The frontier orbital gap (alpha / beta) comes out at 1.881 / 9.765 eV. The spin multiplicity is 2. As for the net charge: -1.

Each line ends with the Mulliken charge.
Cartesian coordinates (Å):
O (-0.769, -0.440, -3.838)  1.454
H (-1.014, -1.334, -4.087)  -0.473
C (-4.020, -0.590, -0.891)  -0.866
H (2.680, -0.254, 1.133)  -0.129
H (0.141, -0.043, 0.229)  0.059
H (-0.869, -0.913, 3.778)  0.380
H (-1.155, 2.552, -2.095)  0.387
C (-1.504, 3.399, -0.173)  -0.466
H (0.981, 0.173, 2.820)  -0.178
C (-0.484, 0.441, -4.952)  -2.077
C (0.276, -1.009, -0.258)  -0.966
O (-1.381, 3.017, 1.190)  -0.286
H (4.313, -3.388, -1.943)  0.328
H (6.132, -1.011, 2.267)  0.299
H (0.389, 1.810, 3.060)  0.259
H (4.302, -2.013, 1.922)  0.190
C (-0.905, 2.259, -1.075)  -0.284
H (-0.969, 4.324, -0.392)  0.382
H (1.686, 1.558, 4.506)  0.328
H (3.511, 0.941, 2.092)  0.298
H (-2.576, 3.506, -0.336)  0.334
H (0.257, -0.613, -2.117)  -0.044
H (-3.558, 0.069, -0.157)  0.042
H (-0.119, 1.424, -4.655)  0.081
H (3.543, -2.824, -0.421)  0.022
O (0.907, -0.875, -1.461)  -0.162
H (-3.304, -1.403, -1.013)  0.255
H (-5.308, -1.455, 0.676)  0.289
O (3.523, -1.533, -2.053)  -0.460
H (0.857, -1.663, 0.392)  0.357
H (3.613, -1.250, 3.358)  0.241
H (-5.697, -1.893, -1.016)  0.414
C (3.508, -2.795, -1.510)  -0.633
H (2.653, -1.147, -1.930)  0.423
H (-1.502, 3.806, 1.722)  0.195
H (-1.332, 0.452, -5.638)  0.587
C (-1.065, 0.137, 3.560)  -1.164
C (3.659, 0.022, 1.524)  -0.515
H (-4.064, -0.132, -1.879)  0.274
H (0.162, 2.038, -1.031)  0.063
H (-6.773, 0.002, -1.205)  0.275
H (4.390, 0.262, 0.752)  0.358
H (2.607, -3.343, -1.788)  0.256
H (-1.443, 1.346, -0.824)  -0.447
O (0.940, 0.994, 4.721)  -0.606
H (-1.591, 0.216, 2.608)  0.196
O (5.494, -0.597, 2.853)  -0.523
C (4.206, -1.070, 2.461)  -0.269
O (-6.255, 0.049, -0.398)  -0.441
H (0.332, 0.068, -5.571)  0.453
C (0.337, 0.792, 3.445)  0.419
H (-0.690, -1.501, -0.373)  0.236
H (-1.692, 0.527, 4.361)  0.367
C (-5.361, -1.096, -0.352)  -0.513

Forces on atoms 1 to 3 (eV/Å):
0.763 1.911 0.502
-0.236 -0.506 -0.737
0.554 -0.786 0.724

***

Record 5
This record from the OMol25 dataset describes C51H52N2P2S2SrTe as an isolated structure. The level of theory is ωB97M-V/def2-TZVPD.

For the energy above the lowest of the compared OMol25 structures with the same formula, charge and spin, the calculation gives 0.0 kJ/mol. The energy comes out at -105087.724 eV. The frontier orbital gap comes out at 7.100 eV. As for the net charge: 0.

Each line ends with the Mulliken charge.
Cartesian coordinates (Å):
H (-1.458, 5.201, 0.999)  0.343
H (2.231, -1.939, 1.001)  0.098
C (2.117, 4.068, 3.211)  -0.893
C (0.634, 0.660, 6.578)  -0.529
C (-2.631, -2.240, -3.340)  -1.181
C (-0.716, 3.965, 3.058)  -0.921
C (-2.380, -5.753, -0.495)  0.238
C (0.680, 0.683, 4.134)  1.210
C (-0.535, 1.382, 4.121)  -1.725
C (3.473, 3.833, 3.369)  -0.873
C (1.250, 0.361, 5.383)  -0.982
H (2.588, -4.449, 1.304)  0.371
C (-2.172, 0.494, 2.634)  -1.370
C (4.295, 3.701, 2.248)  -0.719
H (-1.353, -0.865, -4.328)  0.295
C (2.503, -4.380, -2.105)  -0.655
C (-2.274, 2.516, -2.583)  0.220
C (6.932, 0.292, -0.979)  -0.598
C (2.506, -2.134, -1.190)  0.077
C (2.477, -4.018, 0.286)  -0.779
C (-2.411, -0.567, -1.155)  0.195
H (3.876, 3.690, 4.343)  0.431
S (1.517, 0.187, 2.747)  -0.364
H (-2.054, 2.199, 5.242)  0.377
C (4.683, 0.390, -0.102)  -0.582
C (-1.830, 2.972, 2.901)  -0.728
H (2.536, -4.963, -3.082)  0.354
H (0.031, 2.709, -4.077)  0.592
C (3.664, 3.821, 1.006)  -1.010
C (-3.279, 2.153, -3.448)  -0.367
H (-3.404, -6.297, 2.431)  0.427
H (7.951, 0.232, -0.711)  0.429
S (1.658, 3.957, -0.891)  -0.198
H (-3.061, 5.763, -2.087)  0.394
H (4.278, 3.775, 0.120)  0.382
H (-1.674, -6.336, -2.450)  0.446
H (1.507, 4.193, 4.053)  0.706
H (-1.250, 4.903, 3.332)  0.278
C (-4.355, 3.017, -3.578)  -0.859
C (-4.247, 4.325, -3.159)  -0.389
H (2.650, -5.907, -0.817)  0.428
H (2.634, -0.581, -3.810)  1.001
H (2.118, 2.142, -2.882)  0.139
C (-3.367, -5.399, 1.797)  -1.277
H (0.920, -0.638, -3.209)  0.174
H (7.161, 0.149, -3.040)  0.408
H (-5.200, 2.732, -4.217)  0.358
H (-1.601, -0.406, 2.688)  0.497
C (-1.863, -1.054, -3.381)  0.131
C (2.382, -2.636, 0.123)  0.006
H (-0.129, 1.159, -4.642)  0.562
C (-2.548, -6.212, -1.828)  -0.469
C (1.932, -0.102, -3.151)  -1.378
C (2.292, 3.862, 0.776)  0.605
H (-2.482, 3.272, 3.693)  0.250
C (-3.571, -5.681, 0.327)  0.753
P (-0.848, 1.411, -2.286)  0.841
H (-2.705, -2.996, -4.082)  0.489
Sr (0.474, 1.718, 0.559)  1.185
C (1.696, 1.322, -3.473)  -0.906
H (-0.194, 6.128, 1.950)  0.428
H (4.032, 0.511, 0.760)  0.479
C (-3.152, -1.757, -1.013)  -0.845
C (2.600, -4.841, -0.813)  -0.516
Te (-1.522, -4.467, 1.964)  0.121
H (-3.686, -3.563, -1.982)  0.394
C (-1.760, -0.196, -2.288)  0.851
H (-5.840, -6.713, -1.884)  0.388
C (-2.164, 3.771, -2.062)  -0.003
C (-0.372, 5.363, 1.184)  -1.615
H (-0.534, -4.604, -0.477)  0.164
C (-3.165, -2.626, -2.104)  -0.150
H (-3.065, 0.449, 3.262)  0.248
C (4.180, 0.185, -1.371)  0.924
C (-4.867, -6.469, -1.535)  -0.504
H (-5.557, -6.073, 0.542)  0.428
H (2.152, -0.155, 5.500)  0.568
H (-3.637, -2.055, -0.095)  0.475
H (2.113, 1.637, -4.473)  0.349
C (6.047, 0.393, 0.089)  -0.625
H (-0.994, 1.790, 7.409)  0.476
H (2.532, -2.622, -3.291)  0.119
H (4.628, -0.065, -3.467)  0.323
N (0.094, 4.165, 1.854)  1.348
C (-3.208, 4.722, -2.417)  -0.595
C (6.423, 0.242, -2.277)  -0.752
H (-2.408, 3.076, 1.967)  0.530
C (2.594, -3.007, -2.254)  0.136
H (-4.181, -4.764, 2.130)  0.521
P (2.359, -0.313, -1.335)  0.856
C (1.504, 4.064, 1.942)  -0.096
H (1.030, 0.398, 7.562)  0.356
H (-3.326, 1.176, -3.940)  0.360
H (0.103, 5.551, 0.272)  0.348
H (-2.309, -0.024, -0.185)  -0.744
C (-0.557, 1.391, 6.550)  -0.951
N (-1.212, 1.635, 2.878)  1.144
C (5.024, 0.182, -2.492)  -0.273
H (-0.034, 3.683, 3.797)  0.131
H (6.475, 0.473, 1.095)  0.396
H (-0.382, -6.289, 0.264)  0.451
H (-4.965, 5.112, -3.382)  0.359
C (0.191, 1.662, -3.706)  -1.273
C (-1.132, 1.681, 5.343)  -0.085
C (-3.769, -6.523, -2.374)  -0.913
C (-1.017, -5.402, 0.101)  -0.624
H (-3.866, -6.781, -3.369)  0.554
H (-2.611, 0.608, 1.609)  0.337
C (-4.761, -6.051, -0.192)  -0.687
H (5.342, 3.577, 2.211)  0.518
H (-1.425, 4.086, -1.347)  0.233

Forces on atoms 1 to 3 (eV/Å):
0.548 0.538 0.102
0.237 -0.920 -1.051
0.806 -0.411 -1.637

***

Record 6
This record from the OMol25 dataset describes an isolated ion of composition C3H10N3 and charge +1. The level of theory is ωB97M-V/def2-TZVPD.

For the energy above the lowest of the compared OMol25 structures with the same formula, charge and spin, the calculation gives 55.5 kJ/mol. The energy comes out at -7731.528 eV. The frontier orbital gap (alpha / beta) comes out at 7.164 / 7.019 eV. The spin multiplicity is 3. As for the net charge: +1.

Each line ends with the Mulliken charge.
Cartesian coordinates (Å):
H (0.650, -1.815, -1.492)  0.346
H (-2.052, 1.059, -0.902)  0.325
C (1.150, -1.465, -0.583)  -0.806
H (0.824, 0.091, 2.425)  0.249
N (1.105, -0.016, -0.409)  -0.505
H (2.197, -1.751, -0.633)  0.341
N (0.009, 0.648, 2.240)  -0.217
H (-1.540, 1.307, 1.120)  0.217
N (-0.186, 0.472, -0.124)  0.343
H (-1.433, -0.477, -1.508)  0.340
C (-0.574, 0.814, 1.076)  -0.034
H (0.697, -1.950, 0.282)  0.329
H (-0.723, 1.046, -2.076)  0.321
C (-1.151, 0.536, -1.214)  -0.786
H (-0.406, 1.070, 3.057)  0.257
H (1.433, 0.431, -1.261)  0.281

Forces on atoms 1 to 3 (eV/Å):
-0.072 0.195 0.057
0.172 0.043 0.073
0.156 -0.844 0.424